Formula: C45H46BF3NO23
Source: the OMol25 dataset
Level of theory: ωB97M-V/def2-TZVPD

Cartesian coordinates (Å):
C -0.2907 -6.2827 -1.5187
C 0.0817 -5.4510 -0.1554
O -1.0906 -4.7682 0.4738
B -1.4340 -3.5319 -0.2551
O -2.3484 -3.6800 -1.4398
C -0.8339 -2.0109 0.1215
C -2.1395 -1.1008 0.5064
C -2.9892 -0.5174 -0.7673
C -4.5619 -0.3878 -0.2707
F -4.8752 0.5216 0.8928
C -5.7161 -1.1295 -0.8471
F -6.2691 -0.9431 -2.2089
F -6.3890 -2.1219 0.0610
C -0.0013 -1.5232 -1.2018
C 1.0918 -0.3269 -0.9297
C 0.3663 1.1760 -0.8936
C 2.0537 -0.2852 -2.2982
N 2.0376 -0.5715 0.2210
O 2.9225 0.4242 0.4011
C 1.3419 -0.9864 1.4961
C 2.5488 -1.6095 2.4748
C 0.7510 0.3115 2.3701
C 0.2459 -2.1945 1.3388
H -1.4010 -6.6801 -1.4805
H 0.4361 -7.1938 -1.6891
H -0.1339 -5.5530 -2.4319
H 0.9136 -4.6573 -0.4663
H 0.6265 -6.1788 0.6181
H -1.7371 -3.8186 -2.2443
H -2.8843 -1.8225 1.0979
H -1.9284 -0.2035 1.2275
H -2.8490 -1.1374 -1.7498
H -2.6272 0.5923 -0.9953
H 0.6347 -2.4684 -1.5589
H -0.6552 -1.2164 -2.1223
H 1.1062 2.0295 -0.5722
H 0.0698 1.4147 -2.0226
H -0.6324 1.1714 -0.2750
H 1.3751 -0.1722 -3.2731
H 2.8680 0.5577 -2.2341
H 2.5789 -1.3344 -2.3364
H 3.1666 -2.4360 1.9235
H 3.1803 -0.7245 2.9095
H 1.9674 -2.0815 3.3986
H -0.1281 0.8642 1.8322
H 1.6242 1.0869 2.5740
H 0.4272 -0.0926 3.4283
H -0.3897 -2.1977 2.3493
H 0.8303 -3.2110 1.3305
C -10.0783 0.2089 -3.5043
C -9.3721 1.2674 -3.1024
C -8.8433 2.2603 -4.0782
O -8.2140 3.2331 -3.6774
C -9.0990 2.0251 -5.5078
C -9.8022 0.9647 -5.9097
C -10.3542 -0.0129 -4.9321
O -11.0124 -0.9679 -5.3306
O -10.0439 0.7361 -7.2519
O -9.1065 1.4810 -1.7623
H -10.4705 -0.5194 -2.8057
H -8.6938 2.7449 -6.2075
H -10.5733 -0.0904 -7.2846
H -8.5823 2.3107 -1.7293
C 5.9385 -4.4476 -1.5087
C 6.9190 -4.5566 -2.4073
C 7.5479 -3.3518 -3.0160
O 8.4597 -3.4830 -3.8249
C 7.0360 -2.0313 -2.6173
C 6.0532 -1.9227 -1.7213
C 5.4435 -3.1264 -1.0924
O 4.5543 -2.9940 -0.2582
O 5.5655 -0.6849 -1.3441
O 7.3876 -5.7951 -2.8055
H 5.4740 -5.3149 -1.0567
H 7.4898 -1.1646 -3.0806
H 4.8614 -0.8717 -0.6854
H 8.0958 -5.6081 -3.4596
C -1.2401 2.1521 5.4379
C -1.9586 2.4683 6.5170
C -1.4859 3.4938 7.4879
O -2.1768 3.7769 8.4602
C -0.1842 4.1320 7.2371
C 0.5357 3.8131 6.1597
C 0.0500 2.8079 5.1749
O 0.7256 2.5492 4.1845
O 1.7611 4.4070 5.9193
O -3.1709 1.8542 6.7723
H -1.5728 1.4101 4.7229
H 0.1557 4.8626 7.9599
H 2.0828 4.0110 5.0801
H -3.4953 2.2546 7.6082
C -0.1601 -4.5021 -5.9697
C 0.4826 -3.9215 -6.9848
C 0.5873 -2.4396 -7.0880
O 1.2005 -1.9355 -8.0223
C -0.0655 -1.6286 -6.0485
C -0.7112 -2.2093 -5.0353
C -0.7919 -3.6911 -4.9175
O -1.3767 -4.1958 -3.9649
O -1.3292 -1.4531 -4.0563
O 1.0767 -4.6772 -7.9789
H -0.2419 -5.5781 -5.8811
H 0.0030 -0.5526 -6.1452
H -1.7247 -2.1031 -3.4354
H 1.4773 -4.0272 -8.5964
C 6.1047 6.8155 6.2266
C 6.7106 7.8949 6.7250
C 5.9322 9.0882 7.1584
O 6.5154 10.0579 7.6302
C 4.4705 9.0541 6.9948
C 3.8651 7.9760 6.4931
C 4.6411 6.7727 6.0857
O 4.0547 5.7897 5.6450
O 2.4919 7.9383 6.3341
O 8.0862 7.9435 6.8581
H 6.6580 5.9404 5.9098
H 3.9185 9.9348 7.2971
H 2.2974 7.0533 5.9553
H 8.2801 8.8260 7.2424

Cartesian forces (eV/Å) of the 3 atoms listed first:
0.005 0.277 -0.104
1.267 -0.537 -0.527
1.181 1.540 -2.164

Computed properties:
2S+1: 2
HOMO level (alpha / beta): -9.0 / -9.4 eV
Max |F|: 5.13 eV/A
Molecular weight: 1036.65 g/mol

Formula: C45H46BrClN2O2PRuTe
Source: the OMol25 dataset
Level of theory: ωB97M-V/def2-TZVPD

Cartesian coordinates (Å):
Ru -0.0351 0.4091 -0.0068
Cl -1.3159 0.1425 2.2730
C -0.1426 -0.3833 3.4693
C -0.5727 -0.4355 4.7829
C 0.3243 -0.8211 5.7657
C 1.6342 -1.1382 5.4303
C 2.0474 -1.0735 4.1105
C 1.1549 -0.7095 3.0978
P 1.7130 -0.6403 1.3637
C 3.3651 0.0908 1.5318
C 3.4586 1.3898 2.0358
C 4.6986 1.9773 2.2245
C 5.8556 1.2654 1.9161
C 5.7647 -0.0208 1.4083
C 4.5202 -0.6108 1.2074
C 2.0294 -2.3440 0.8516
C 2.0874 -3.4228 1.7275
C 2.3900 -4.6879 1.2404
C 2.6321 -4.8802 -0.1125
C 2.5665 -3.8047 -0.9928
C 2.2618 -2.5405 -0.5131
H -1.5906 -0.1635 5.0308
H -0.0025 -0.8655 6.7956
H 2.3385 -1.4256 6.2005
H 3.0758 -1.2998 3.8549
H 2.5613 1.9367 2.2917
H 4.7632 2.9843 2.6189
H 6.8271 1.7134 2.0858
H 6.6640 -0.5765 1.1735
H 4.4596 -1.6169 0.8125
H 1.9209 -3.2820 2.7876
H 2.4538 -5.5247 1.9254
H 2.8775 -5.8675 -0.4836
H 2.7630 -3.9516 -2.0481
H 2.2074 -1.6924 -1.1863
Br 0.3084 2.9566 1.3854
C -0.8664 3.8266 0.1830
C -1.4275 5.0138 0.5260
C -2.2416 5.6738 -0.4215
C -2.4259 5.1369 -1.6603
C -1.8331 3.8998 -2.0164
C -1.9902 3.3427 -3.3059
C -1.3795 2.1705 -3.6363
C -0.6200 1.4657 -2.6740
C -0.4903 1.9413 -1.3981
C -1.0504 3.1996 -1.0575
H -1.2525 5.4508 1.4998
H -2.7012 6.6171 -0.1576
H -3.0281 5.6545 -2.3970
H -2.5792 3.8780 -4.0410
H -1.4715 1.7742 -4.6402
H -0.1175 0.5513 -2.9651
C -1.4225 -3.5621 1.7168
N -1.0151 -4.0176 0.3968
C -1.0447 -5.4553 0.1460
C -0.7313 -3.1634 -0.5760
O -0.8049 -1.9273 -0.5204
H -0.9965 -4.2177 2.4749
H -2.5111 -3.5697 1.8168
H -1.0661 -2.5486 1.8693
H -2.0714 -5.8113 0.0582
H -0.5646 -5.9764 0.9723
H -0.5088 -5.6866 -0.7716
H -0.4545 -3.6576 -1.5153
O 2.1193 0.8935 -0.9017
C 2.9670 0.9853 -1.8106
C 2.7611 0.3872 -3.1811
C 2.8287 1.3967 -4.3611
C 3.2531 2.8138 -3.9664
C 4.7288 2.9159 -3.5788
C 5.1514 1.8270 -2.5869
N 4.1342 1.5785 -1.5669
H 1.7953 -0.1100 -3.1592
H 3.5194 -0.3923 -3.3015
H 1.8440 1.4506 -4.8251
H 3.5138 1.0188 -5.1222
H 2.6253 3.1641 -3.1404
H 3.0643 3.4854 -4.8040
H 4.9178 3.9031 -3.1520
H 5.3553 2.8259 -4.4690
H 6.0688 2.1115 -2.0776
H 5.3538 0.8941 -3.1149
H 4.2508 1.9782 -0.6456
C -2.5001 -1.0677 -3.0799
Te -2.9829 -0.0923 -1.2429
C -4.0806 -1.8977 -0.8908
C -4.4452 -2.3974 -2.2647
C -5.5068 -3.2704 -2.4710
C -5.7852 -3.7339 -3.7480
C -5.0160 -3.3150 -4.8251
C -3.9622 -2.4348 -4.6259
C -3.6652 -1.9862 -3.3448
H -1.5743 -1.6238 -2.9181
H -2.3467 -0.3397 -3.8709
H -4.9425 -1.6968 -0.2590
H -3.4292 -2.6027 -0.3699
H -6.1266 -3.5785 -1.6364
H -6.6140 -4.4126 -3.9029
H -5.2441 -3.6646 -5.8234
H -3.3780 -2.0887 -5.4713

Cartesian forces (eV/Å) of the 3 atoms listed first:
-0.259 0.280 -0.263
-0.203 -0.285 -0.439
0.201 -0.036 0.044

Computed properties:
Relative energy (zero: lowest compared OMol25 entry of this formula, charge and spin): 58.5 kcal per mole
2S+1: 2
HOMO level (alpha / beta): -12.3 / -12.4 eV
Max |F|: 0.97 eV/A
Total charge: +2
Molecular weight: 1021.88 g/mol

Formula: C45H46N4O2P2Sn
Source: the OMol25 dataset
Level of theory: ωB97M-V/def2-TZVPD

Cartesian coordinates (Å):
Sn -0.0767 -0.1003 1.2084
C -3.0488 0.2610 2.3134
N -1.7607 0.9585 2.5570
C -1.5116 0.8754 4.0389
C -0.0441 0.8913 4.4548
C 0.4805 -0.5290 4.4395
N -0.0337 -1.2065 3.2299
C -0.0741 -2.4869 3.2900
C -0.4024 -3.4016 2.2318
C -0.2117 -4.7749 2.4648
C -0.4754 -5.6989 1.4833
C -0.9515 -5.2509 0.2509
C -1.1338 -3.9018 0.0040
C -0.8555 -2.9662 0.9891
O -1.1344 -1.6554 0.7432
C -1.9344 2.3874 2.1584
C -0.7028 3.2593 2.3247
C 0.4004 2.9422 1.3265
N 1.1187 1.6847 1.6072
C 2.4125 1.7157 1.6024
C 3.3253 0.6264 1.5962
C 4.7093 0.9347 1.6999
C 5.6563 -0.0424 1.6369
C 5.2396 -1.3735 1.4351
C 3.9108 -1.6975 1.3079
C 2.9223 -0.7072 1.3994
O 1.6600 -1.0787 1.3185
H -3.8255 0.6844 2.9540
H -2.9378 -0.7995 2.5328
H -3.3569 0.3874 1.2809
H -1.9583 -0.0614 4.3672
H -2.0754 1.6818 4.5120
H 0.0696 1.3289 5.4468
H 0.5482 1.4963 3.7810
H 0.1508 -1.0709 5.3283
H 1.5739 -0.5475 4.4395
H 0.1862 -2.9516 4.2440
H 0.1531 -5.0980 3.4337
H -0.3272 -6.7538 1.6659
H -1.1877 -5.9703 -0.5236
H -1.5207 -3.5486 -0.9433
H -2.7590 2.8003 2.7470
H -2.2484 2.3992 1.1179
H -0.3194 3.2336 3.3443
H -1.0245 4.2890 2.1572
H 1.1110 3.7692 1.2627
H -0.0545 2.8433 0.3300
H 2.8754 2.7041 1.5607
H 5.0031 1.9700 1.8389
H 6.7059 0.1980 1.7282
H 5.9823 -2.1590 1.3722
H 3.5840 -2.7161 1.1367
N -0.4331 0.5008 -2.1714
P 1.1044 0.3837 -1.4544
C 2.1362 1.5158 -2.4006
C 2.7061 2.6328 -1.7904
C 3.5361 3.4778 -2.5157
C 3.7863 3.2104 -3.8531
C 3.2068 2.1069 -4.4715
C 2.3900 1.2545 -3.7496
C 1.7373 -1.2353 -1.9461
C 0.8679 -2.2891 -2.2076
C 1.3772 -3.5480 -2.4929
C 2.7481 -3.7606 -2.5017
C 3.6187 -2.7135 -2.2282
C 3.1174 -1.4521 -1.9461
P -1.7618 0.6030 -1.1548
C -2.5159 2.1857 -1.5495
C -3.8938 2.3433 -1.3698
C -4.4805 3.5820 -1.5756
C -3.7004 4.6643 -1.9651
C -2.3343 4.5096 -2.1573
C -1.7373 3.2759 -1.9398
C -2.9660 -0.6116 -1.7437
C -3.1521 -0.7003 -3.1270
C -4.0774 -1.5864 -3.6471
C -4.8415 -2.3746 -2.7933
C -4.6759 -2.2782 -1.4199
C -3.7358 -1.4008 -0.8922
H -0.4410 1.0380 -3.0338
H 2.4988 2.8445 -0.7527
H 3.9837 4.3412 -2.0407
H 4.4382 3.8622 -4.4198
H 3.4031 1.9071 -5.5165
H 1.9660 0.3783 -4.2266
H -0.2025 -2.1191 -2.2169
H 0.7029 -4.3659 -2.7135
H 3.1402 -4.7433 -2.7296
H 4.6884 -2.8772 -2.2414
H 3.8011 -0.6378 -1.7319
H -4.5101 1.4928 -1.1004
H -5.5481 3.7010 -1.4469
H -4.1605 5.6302 -2.1267
H -1.7338 5.3489 -2.4829
H -0.6662 3.1740 -2.0832
H -2.5732 -0.0787 -3.8001
H -4.2071 -1.6619 -4.7186
H -5.5707 -3.0613 -3.2033
H -5.2739 -2.8885 -0.7560
H -3.5942 -1.3544 0.1793

Cartesian forces (eV/Å) of the 3 atoms listed first:
0.179 0.951 0.666
0.116 0.075 0.031
0.087 0.130 -0.155

Computed properties:
HOMO level: -13.2 eV
Max |F|: 1.45 eV/A
Total charge: +2
Molecular weight: 855.55 g/mol

Formula: C45H48AlClNO4P2S
Source: the OMol25 dataset
Level of theory: ωB97M-V/def2-TZVPD

Cartesian coordinates (Å):
Al 0.1827 -0.0980 0.1583
C -2.4347 1.9683 -0.2671
P -2.3699 0.1208 -0.2358
C -3.9167 -0.2482 -1.1626
C -5.0936 -0.6475 -0.5352
C -6.2645 -0.7664 -1.2701
C -6.2669 -0.5198 -2.6341
C -5.0877 -0.1613 -3.2704
C -3.9238 -0.0144 -2.5358
C -2.9033 -0.5016 1.4010
C -2.7420 -1.8797 1.5614
C -3.1952 -2.5194 2.7031
C -3.8444 -1.7879 3.6887
C -4.0224 -0.4205 3.5327
C -3.5509 0.2225 2.3963
C -1.0494 2.5631 -0.2751
C -0.6422 3.8772 -0.2572
C 0.7777 3.8710 -0.1763
C 1.1694 2.5561 -0.1416
C 2.4938 1.8880 0.0976
P 2.4417 0.3265 -0.8702
C 3.8346 -0.6622 -0.2414
C 3.6434 -1.3053 0.9845
C 4.6402 -2.1045 1.5177
C 5.8326 -2.2719 0.8263
C 6.0235 -1.6435 -0.3949
C 5.0282 -0.8411 -0.9345
C 2.9703 0.7992 -2.5452
C 2.7316 -0.0900 -3.5915
C 3.1923 0.1885 -4.8682
C 3.9062 1.3524 -5.1109
C 4.1514 2.2388 -4.0726
C 3.6845 1.9676 -2.7956
N 0.0549 1.7492 -0.2346
H -3.0212 2.3388 0.5770
H -2.9788 2.2423 -1.1729
H -5.1144 -0.8720 0.5210
H -7.1777 -1.0671 -0.7735
H -7.1850 -0.5977 -3.2009
H -5.0822 0.0039 -4.3403
H -3.0091 0.2852 -3.0264
H -2.2680 -2.4557 0.7761
H -3.0490 -3.5855 2.8143
H -4.2231 -2.2865 4.5715
H -4.5474 0.1463 4.2915
H -3.7104 1.2880 2.2874
H -1.2751 4.7495 -0.3039
H 1.4223 4.7361 -0.1483
H 2.5727 1.5597 1.1378
H 3.3469 2.5319 -0.0994
H 2.6984 -1.1840 1.5066
H 4.4835 -2.6066 2.4634
H 6.6104 -2.9012 1.2380
H 6.9507 -1.7794 -0.9357
H 5.1808 -0.3604 -1.8918
H 2.1755 -0.9997 -3.4014
H 2.9902 -0.5048 -5.6745
H 4.2663 1.5715 -6.1072
H 4.7133 3.1459 -4.2506
H 3.8905 2.6796 -2.0105
C 2.4546 -0.6024 4.9033
C 1.1232 -0.1118 5.4662
C -0.0276 -0.2889 4.4864
S -0.3073 0.9513 3.1757
O 0.3883 0.3391 1.9555
C 0.6164 2.4699 3.5895
C 2.1333 2.4860 3.6854
C 2.6638 3.9073 3.4941
H 3.2665 -0.3979 5.6007
H 2.6984 -0.1261 3.9537
H 2.4120 -1.6794 4.7351
H 1.1804 0.9281 5.7918
H 0.8812 -0.6959 6.3561
H -0.9902 -0.3120 5.0012
H 0.0683 -1.2174 3.9193
H 0.1326 2.8076 4.5111
H 0.2900 3.1285 2.7763
H 2.5582 1.8475 2.9131
H 2.4649 2.1109 4.6517
H 2.4562 4.2617 2.4843
H 3.7417 3.9192 3.6509
H 2.2095 4.5977 4.2061
C -1.2649 0.3600 -3.8150
C -1.8842 -0.9961 -3.5922
C -3.0275 -1.3428 -4.3036
C -3.6773 -2.5442 -4.0831
Cl -5.0951 -2.9377 -4.9863
C -3.2198 -3.4106 -3.1058
C -2.0759 -3.0881 -2.3964
C -1.3867 -1.9102 -2.6621
O -0.1888 -1.6017 -2.0235
C 0.5906 -2.7161 -1.5686
C 0.3792 -2.9189 -0.0621
O 0.3536 -4.0015 0.4607
O 0.2123 -1.7808 0.5767
H -2.0510 1.1010 -3.9649
H -0.6397 0.3604 -4.7069
H -0.6535 0.6658 -2.9670
H -3.4109 -0.6563 -5.0487
H -3.7472 -4.3306 -2.8971
H -1.7405 -3.7654 -1.6209
H 1.6455 -2.4692 -1.7192
H 0.3560 -3.6242 -2.1155

Cartesian forces (eV/Å) of the 3 atoms listed first:
-0.558 0.589 -0.375
0.243 0.001 0.033
-0.910 0.313 0.515

Computed properties:
Relative energy (zero: lowest compared OMol25 entry of this formula, charge and spin): 49.5 kcal per mole
HOMO level: -10.1 eV
Max |F|: 2.16 eV/A
Total charge: +1
Molecular weight: 823.33 g/mol

- Number 1 is which compound?
  C45H46BF3NO23

- Look up the max |F| of the second one.
  0.97 eV/A

- Which formula does entry 1 have?
  C45H46BF3NO23

- The lowest molecular weight belongs to which entry?
  C45H48AlClNO4P2S